# 1
4 unconnected molecules or ions with the total composition C36H78N3O12P at a distorted geometry, computed with ωB97M-V/def2-TZVPD.

Each line ends with the Mulliken charge.
Geometry (Å):
C1 1.8635 1.8029 5.1875  -1.14
C2 1.4973 1.2263 4.0535  -0.65
C3 0.2141 1.5386 3.3143  0.25
C4 0.4369 2.3723 2.0323  1.88
C5 -0.7306 3.3700 1.7627  -1.07
O1 -0.3424 4.6995 2.0443  -0.41
C6 -1.4260 5.6011 1.9822  -0.82
O2 1.5959 3.2309 2.3864  -0.52
C7 2.4205 3.5194 1.4442  0.72
N1 3.1143 3.9324 0.6197  -0.80
O3 0.8676 1.7078 0.9021  -0.47
C8 0.3073 0.4859 0.3712  -0.23
C9 -1.2169 0.4735 0.2317  0.97
C10 -2.1643 0.2385 1.4065  -1.54
N2 0.8788 -0.6181 1.1152  1.64
C11 0.1845 -1.8693 1.3376  -0.36
C12 1.1569 -3.0383 1.5203  -0.63
C13 1.6713 -3.1545 2.9627  -1.23
C14 0.9853 0.5064 -1.0730  0.50
C15 0.1576 1.1137 -2.2437  -1.30
C16 -0.2185 0.1728 -3.4062  -0.94
C17 -1.3240 -0.8644 -3.1709  -0.35
C18 -2.7583 -0.3808 -3.4426  -1.34
C19 -3.3204 0.6188 -2.4610  0.76
O4 -4.7025 0.8116 -2.7966  -0.49
C20 -5.4358 1.3770 -1.7314  -0.09
C21 -5.0259 2.8201 -1.3904  -1.10
O5 1.4549 -0.7913 -1.4227  -0.20
C22 2.8367 -0.8755 -1.7052  0.85
O6 3.0279 -2.2046 -2.1663  -0.70
C23 3.7764 -0.8643 -0.4917  -2.08
N3 3.7119 0.2934 0.3895  -0.13
C24 3.2725 0.0753 -2.8650  -0.14
P1 4.2598 1.5346 -2.5079  0.75
O7 5.6032 1.2761 -1.9764  -0.77
O8 3.3641 2.5462 -1.6684  -0.50
O9 4.3606 2.2530 -3.9488  -0.61
H1 1.3942 2.7013 5.5717  0.28
H2 2.6907 1.4044 5.7615  0.30
H3 2.1518 0.4702 3.6269  -0.02
H4 -0.2413 0.5753 3.1103  -0.04
H5 -0.3893 2.1215 4.0088  0.47
H6 -1.5671 3.1305 2.4250  0.58
H7 -1.0285 3.3094 0.7113  0.31
H8 -1.2678 6.3726 2.7347  0.28
H9 -2.3864 5.1198 2.1961  0.31
H10 -1.5010 6.0736 0.9983  0.30
H11 -1.4931 1.4349 -0.1980  0.31
H12 -1.4517 -0.2518 -0.5433  -0.77
H13 -3.1850 0.2438 1.0097  0.29
H14 -2.1454 0.9980 2.1833  0.04
H15 -2.0527 -0.7274 1.8904  0.20
H16 1.4696 -0.3157 1.8678  -0.17
H17 -0.4051 -1.8390 2.2665  0.25
H18 -0.4698 -2.1104 0.5025  0.12
H19 1.9533 -3.0093 0.7781  0.09
H20 0.5780 -3.9397 1.3007  0.53
H21 1.6482 -2.1920 3.4803  0.20
H22 2.6609 -3.6016 3.0333  0.41
H23 0.9953 -3.7992 3.5281  0.32
H24 1.8581 1.1347 -0.9362  -0.43
H25 -0.7403 1.6479 -1.9484  0.44
H26 0.7865 1.8859 -2.6993  0.55
H27 -0.5635 0.8205 -4.2197  0.65
H28 0.6572 -0.3457 -3.7872  0.49
H29 -1.1666 -1.6559 -3.9109  0.37
H30 -1.2318 -1.3775 -2.2109  0.03
H31 -3.4334 -1.2283 -3.5626  0.28
H32 -2.7281 0.1079 -4.4222  0.28
H33 -3.2950 0.2679 -1.4252  -0.39
H34 -2.8315 1.5908 -2.5678  0.35
H35 -5.3928 0.7286 -0.8464  0.15
H36 -6.4749 1.3844 -2.0622  0.52
H37 -4.3533 3.1969 -2.1618  0.32
H38 -5.8865 3.4822 -1.3468  0.36
H39 -4.4667 2.8560 -0.4538  0.15
H40 2.4838 -2.3229 -2.9552  0.46
H41 3.5004 -1.7563 0.0693  0.53
H42 4.7871 -1.0495 -0.8582  0.42
H43 4.5393 0.8702 0.3055  0.37
H44 3.6337 0.0032 1.3523  0.15
H45 3.8778 -0.5058 -3.5615  0.88
H46 2.4255 0.4581 -3.4327  -0.07
H47 3.8914 3.0368 -1.0150  0.43
H48 3.8088 3.0451 -3.9722  0.31
C25 9.3974 -3.0691 -4.2365  -1.02
C26 8.1703 -2.6856 -5.0471  -0.36
O10 7.1694 -2.0220 -4.3025  -0.36
C27 7.5494 -0.7932 -3.6954  0.61
C28 8.0099 0.2657 -4.6809  -1.21
H49 9.1139 -3.6982 -3.3914  0.28
H50 10.1022 -3.6191 -4.8615  0.39
H51 9.9156 -2.1949 -3.8407  0.26
H52 7.6925 -3.5886 -5.4297  0.33
H53 8.4615 -2.0898 -5.9206  0.30
H54 8.3132 -0.9654 -2.9287  0.23
H55 6.6646 -0.4344 -3.1775  -0.53
H56 8.9081 -0.0355 -5.2236  0.38
H57 8.2335 1.1900 -4.1481  0.37
H58 7.2285 0.4686 -5.4154  0.30
C29 -5.0961 -5.8491 -1.9640  -1.02
C30 -5.5493 -5.1756 -0.6798  -0.34
O11 -4.8549 -3.9792 -0.3772  -0.42
C31 -4.9540 -2.9430 -1.3364  0.55
C32 -6.3703 -2.4594 -1.5949  -1.18
H59 -4.0274 -6.0649 -1.9249  0.28
H60 -5.6366 -6.7855 -2.1053  0.40
H61 -5.2775 -5.2259 -2.8407  0.25
H62 -5.3578 -5.8374 0.1651  0.37
H63 -6.6307 -4.9980 -0.7013  0.30
H64 -4.4718 -3.2448 -2.2737  0.16
H65 -4.3638 -2.1166 -0.9340  -0.35
H66 -7.0032 -3.2451 -2.0096  0.40
H67 -6.3549 -1.6315 -2.3055  0.33
H68 -6.8310 -2.1162 -0.6668  0.30
C33 -2.8939 1.9483 7.8253  -1.32
C34 -2.5884 2.0331 6.3403  0.00
O12 -2.8309 0.8325 5.6274  -0.39
C35 -4.1642 0.3535 5.6482  -0.37
C36 -5.1796 1.3180 5.0590  -1.05
H69 -2.3158 1.1467 8.2869  0.32
H70 -2.6399 2.8894 8.3138  0.40
H71 -3.9490 1.7489 8.0163  0.31
H72 -1.5265 2.2432 6.2020  0.14
H73 -3.1350 2.8659 5.8816  0.34
H74 -4.4527 0.0653 6.6650  0.36
H75 -4.1471 -0.5618 5.0559  0.35
H76 -5.2409 2.2480 5.6255  0.29
H77 -6.1702 0.8626 5.0609  0.42
H78 -4.9145 1.5695 4.0303  0.21

Atoms 1-2, force components in eV/Å:
0.209 -0.114 0.015
-0.069 0.020 -0.070

Calculated values
charge	0
E_LUMO	0.34	eV
frontier orbital gap	8.691	eV
HOMO	-8.35	eV
relative energy (zero: lowest compared OMol25 entry of this formula, charge and spin)	0.0	kJ/mol
SMILES	C=CC[C@@](COC)(OC#N)O[C@](CC)(NCCC)[C@H](CCCCCOCC)O[C@](O)(CN)CP(=O)(O)O.CCOCC.CCOCC.CCOCC

# 2
C16H26N4O in the gas phase at a distorted geometry, computed with ωB97M-V/def2-TZVPD.

Each line ends with the natural charge from an NBO analysis.
Geometry (Å):
C1 -2.2066 -1.0819 -1.8419  -0.64
H1 -2.0676 -1.2181 -2.9119  0.21
H2 -1.2483 -0.8016 -1.4109  0.20
C2 -3.2597 0.0101 -1.6096  -0.21
N1 -3.6876 0.2491 -0.2444  -0.46
C3 -4.8373 -0.5028 0.2093  -0.20
H3 -5.6291 -0.3662 -0.5333  0.19
H4 -5.1759 -0.0324 1.1386  0.19
C4 -4.6455 -2.0040 0.4624  -0.64
H5 -5.5469 -2.4130 0.9125  0.21
H6 -3.8141 -2.1782 1.1411  0.20
H7 -4.4596 -2.5362 -0.4668  0.20
C5 -2.6262 0.3789 0.7325  -0.22
C6 -1.7734 1.6225 0.4673  -0.42
H8 -1.1875 1.4951 -0.4431  0.20
H9 -2.4367 2.4766 0.3294  0.22
C7 -0.8104 1.9148 1.6217  -0.22
N2 0.1653 0.8677 1.8036  -0.58
C8 1.3384 0.8371 1.1363  0.47
N3 1.7013 1.9221 0.4582  -0.52
C9 2.8766 1.9535 -0.1494  0.29
C10 3.7690 0.8849 -0.1110  -0.34
C11 3.4140 -0.2712 0.5648  0.10
C12 2.1696 -0.3164 1.1981  -0.32
C13 1.7046 -1.4595 1.8640  0.27
N4 1.2609 -2.3764 2.3989  -0.33
C14 4.3552 -1.4488 0.6283  -0.10
O1 5.1504 -1.5999 -0.5222  -0.53
C15 4.4313 -2.0564 -1.6409  -0.26
H10 5.1526 -2.1626 -2.4485  0.20
H11 3.9629 -3.0276 -1.4385  0.17
H12 3.6514 -1.3458 -1.9399  0.17
H13 3.7886 -2.3706 0.8335  0.19
H14 5.0621 -1.2915 1.4512  0.21
H15 4.7240 0.9425 -0.6082  0.23
C16 3.2121 3.2089 -0.8892  -0.65
H16 4.1069 3.6632 -0.4670  0.23
H17 3.4102 2.9885 -1.9367  0.23
H18 2.3855 3.9092 -0.8172  0.23
H19 -0.1475 0.0052 2.2230  0.41
H20 -0.2571 2.8316 1.4124  0.23
H21 -1.3645 2.0296 2.5570  0.20
H22 -1.9775 -0.5116 0.7761  0.17
H23 -3.1019 0.4895 1.7119  0.19
H24 -4.1544 -0.2315 -2.1878  0.20
H25 -2.8647 0.9547 -2.0019  0.19
H26 -2.5130 -2.0309 -1.4117  0.21

Atoms 1-2, force components in eV/Å:
-0.240 0.194 0.090
0.071 -0.033 -0.105

Calculated values
charge	0
E_LUMO	0.53	eV
frontier orbital gap	8.604	eV
HOMO	-8.08	eV
relative energy (zero: lowest compared OMol25 entry of this formula, charge and spin)	134.4	kJ/mol
SMILES	CCN(CC)CCCNc1nc(C)cc(COC)c1C#N